[1]
This record from the OMol25 dataset describes a molecular structure, C22H44As3AuN2SSi. The level of theory is ωB97M-V/def2-TZVPD.

Atoms and positions in Å:
Au (0.76613, -1.03006, -0.53778)
C (-2.49892, -6.57469, 1.65147)
Si (-2.50972, -4.81650, 2.23920)
C (-4.19374, -4.29889, 2.82796)
C (-1.23605, -4.53485, 3.56298)
C (-2.16188, -3.73201, 0.68754)
C (-3.11109, -3.74367, -0.33314)
C (-2.97035, -3.00200, -1.51138)
C (-1.85657, -2.21754, -1.65992)
N (-0.92940, -2.19388, -0.68267)
C (-1.05995, -2.91758, 0.43323)
S (0.37673, -2.64932, 1.42667)
H (-2.63356, -7.25592, 2.49442)
H (-1.55953, -6.84097, 1.16380)
H (-3.30953, -6.77152, 0.94630)
H (-4.44503, -4.84256, 3.74151)
H (-4.97677, -4.52128, 2.10035)
H (-4.24212, -3.23341, 3.06011)
H (-1.53857, -5.13434, 4.42701)
H (-1.18285, -3.49727, 3.89649)
H (-0.23654, -4.86694, 3.28122)
H (-3.99638, -4.36035, -0.22354)
H (-3.71565, -3.03887, -2.29266)
H (-1.66635, -1.61119, -2.53572)
C (3.73174, 0.02603, 1.28909)
As (2.81094, 0.21539, -0.38817)
C (4.04144, -0.47248, -1.70132)
C (2.68774, 2.07462, -0.90029)
C (1.72491, 3.04949, -0.20612)
C (2.09659, 4.43394, -0.76511)
C (0.26301, 2.80761, -0.62786)
As (-0.58935, 1.07722, -0.40953)
C (-1.13400, 0.86881, 1.42921)
C (-2.26834, 1.21478, -1.32991)
C (1.90510, 3.00541, 1.32035)
As (1.35265, 4.61557, 2.37069)
C (-0.38426, 3.98883, 3.03144)
C (2.37338, 4.10039, 3.95677)
H (4.60951, 0.67203, 1.27725)
H (4.04076, -1.01327, 1.38814)
H (3.08315, 0.29388, 2.11880)
H (4.90970, 0.18644, -1.71177)
H (3.57013, -0.48665, -2.68164)
H (4.34354, -1.48056, -1.42561)
H (2.48717, 2.04262, -1.97431)
H (3.71413, 2.43287, -0.77027)
H (2.17370, 4.40099, -1.85345)
H (3.05575, 4.76455, -0.36246)
H (1.35755, 5.18872, -0.49907)
H (0.13465, 3.03774, -1.68734)
H (-0.39625, 3.47492, -0.06171)
H (-1.64797, 1.77546, 1.74370)
H (-0.28235, 0.67556, 2.07589)
H (-1.81378, 0.01861, 1.48152)
H (-2.74377, 2.11796, -0.94396)
H (-2.87964, 0.34518, -1.09948)
H (-2.11451, 1.29587, -2.40247)
H (2.97368, 2.91363, 1.53957)
H (1.41975, 2.12129, 1.75211)
H (-1.13483, 4.01808, 2.24070)
H (-0.70917, 4.68165, 3.80738)
H (-0.32727, 2.98932, 3.46181)
H (3.43301, 4.28237, 3.78270)
H (2.21839, 3.05396, 4.22160)
H (2.05423, 4.72471, 4.79013)
C (-0.57622, 0.62426, -6.67492)
C (0.63956, 1.19269, -5.94055)
C (0.53416, 1.02813, -4.48402)
N (0.45010, 0.88752, -3.34496)
H (-0.52386, 0.90516, -7.72428)
H (-1.50483, 1.01809, -6.26554)
H (-0.59723, -0.46218, -6.61376)
H (0.76375, 2.25842, -6.13898)
H (1.56147, 0.69997, -6.25341)

## Properties
E_HOMO in eV: -13.42
Total charge: +2

***

[2]
This record from the OMol25 dataset describes a single C23H27N3O4 molecule. The level of theory is ωB97M-V/def2-TZVPD.

Atoms and positions in Å:
C (0.87446, 1.22929, 4.68463)
C (2.25574, 1.10207, 5.32586)
O (3.09073, 0.14453, 4.71663)
C (3.50887, 0.47710, 3.41048)
C (4.62174, -0.48313, 3.00107)
H (5.46247, -0.36504, 3.68478)
C (5.08940, -0.22293, 1.56813)
N (4.04176, -0.46060, 0.60238)
C (3.31054, 0.54837, 0.06675)
O (3.56044, 1.72232, 0.24691)
C (2.13869, 0.07773, -0.73847)
C (0.90449, 0.55929, -0.41478)
C (-0.24538, 0.09179, -1.11798)
N (-0.15737, -0.79983, -2.08021)
C (1.05469, -1.26071, -2.44228)
C (1.11982, -2.18880, -3.50136)
C (2.32620, -2.67095, -3.92951)
C (3.51693, -2.24338, -3.32801)
C (3.48646, -1.35042, -2.28904)
C (2.26207, -0.85302, -1.81082)
H (4.40711, -1.00523, -1.84117)
H (4.46225, -2.61788, -3.69192)
H (2.36940, -3.37815, -4.74501)
H (0.19414, -2.49222, -3.96478)
N (-1.44926, 0.59357, -0.73945)
C (-2.72516, 0.33932, -1.22862)
C (-3.00679, -0.54093, -2.25875)
C (-4.30847, -0.74205, -2.69330)
C (-5.35167, -0.05604, -2.09327)
C (-5.08206, 0.83558, -1.05075)
C (-3.78930, 1.03726, -0.61678)
O (-3.43200, 1.89067, 0.39871)
C (-4.44727, 2.62517, 1.03768)
H (-5.17048, 1.96580, 1.52713)
H (-4.96979, 3.28061, 0.33448)
H (-3.94380, 3.23076, 1.79008)
H (-5.92014, 1.34912, -0.61035)
O (-6.67098, -0.16745, -2.43016)
C (-7.01809, -1.04377, -3.47356)
H (-6.54988, -0.74949, -4.41848)
H (-8.10041, -0.97270, -3.57093)
H (-6.74321, -2.07732, -3.23900)
H (-4.48394, -1.43590, -3.49886)
H (-2.18760, -1.06718, -2.71769)
H (-1.43748, 1.28078, 0.00184)
H (0.79260, 1.28248, 0.37995)
H (3.70642, -1.40670, 0.50541)
H (5.38430, 0.82284, 1.45372)
H (5.94203, -0.86646, 1.33245)
H (4.25204, -1.50602, 3.09763)
H (3.87573, 1.51381, 3.37921)
H (2.66929, 0.39389, 2.70574)
H (2.15459, 0.75921, 6.35893)
H (2.75251, 2.08506, 5.32671)
H (0.24505, 1.86139, 5.30498)
H (0.41341, 0.24833, 4.59719)
H (0.94415, 1.67614, 3.69581)

## Properties
SMILES: CCOCCCNC(=O)c1cc(Nc2ccc(OC)cc2OC)nc2ccccc12
E_HOMO in eV: -7.30

***

[3]
This record from the OMol25 dataset describes a molecular structure, C5H10LaO3. The level of theory is ωB97M-V/def2-TZVPD.

Atoms and positions in Å:
O (-2.83860, 2.97585, 0.71245)
C (-2.12976, -0.36403, -2.06813)
C (-1.02436, -1.00845, -1.66899)
O (0.16149, -0.36697, -1.58667)
C (1.19170, -0.98421, -0.81183)
C (1.60543, -0.02139, 0.27525)
O (0.44351, 0.32016, 1.03777)
C (0.72093, 0.68245, 2.39262)
La (-1.51064, 1.37073, 0.18252)
H (-2.06662, 0.56694, -2.63661)
H (-3.10289, -0.78958, -1.82598)
H (-1.08135, -1.97497, -1.15715)
H (2.03589, -1.17711, -1.48351)
H (0.86125, -1.92546, -0.34998)
H (2.05985, 0.88911, -0.14135)
H (2.33635, -0.51446, 0.93033)
H (-0.22658, 0.98141, 2.85380)
H (1.13755, -0.18332, 2.92323)
H (1.42685, 1.52329, 2.42223)

## Properties
E_HOMO in eV: -11.58
Total charge: +1

***

[4]
This record from the OMol25 dataset describes a single C3H3NS molecule. The level of theory is ωB97M-V/def2-TZVPD.

Atoms and positions in Å:
C (1.21311, -0.56057, 0.86078)
C (0.52079, 0.29931, -0.04136)
C (-0.93316, -0.01750, -0.31605)
N (1.84860, -1.26403, 1.49474)
S (1.18443, 1.56513, -0.86880)
H (-1.32417, -0.97019, 0.13490)
H (-1.03835, 0.06929, -1.44811)
H (-1.47125, 0.87855, 0.18389)

## Properties
SMILES: CC(=S)C#N
E_HOMO (spin up / spin down) in eV: -9.64 / -9.64

***

[5]
This record from the OMol25 dataset describes a molecular structure, C2H5O3P. The level of theory is ωB97M-V/def2-TZVPD.

Atoms and positions in Å:
C (-0.19423, 1.44285, -0.36894)
C (-0.74703, 0.01395, -0.03144)
O (1.93809, -3.00662, -0.51430)
O (-0.83228, -0.17153, 1.39254)
O (0.43558, -1.15701, -0.80046)
P (1.23457, -2.03213, 0.29146)
H (0.77836, 1.37812, 0.20440)
H (-0.84746, 2.20905, -0.00150)
H (-0.09089, 1.51350, -1.41861)
H (-1.67873, -0.39881, -0.49980)
H (0.00402, 0.20863, 1.74666)

## Properties
E_HOMO in eV: -9.90

***

[6]
This record from the OMol25 dataset describes a molecular structure, C3H6MgO3. The level of theory is ωB97M-V/def2-TZVPD.

Atoms and positions in Å:
C (0.59598, -1.35962, 1.08356)
O (0.05562, -0.38132, 0.17473)
C (0.15895, 0.93304, 0.41298)
C (0.69489, 1.63988, -0.70688)
O (0.59664, 1.09837, -1.84776)
H (0.61602, -2.30334, 0.53296)
H (1.60789, -1.05101, 1.36480)
H (-0.08730, -1.42544, 1.93670)
H (0.27066, 1.25032, 1.45027)
H (1.28194, 2.55157, -0.54918)
Mg (-0.60099, -0.51507, -1.88955)
O (-2.37859, -0.13447, -1.39953)
H (-2.81172, -0.30290, -0.56308)

## Properties
E_HOMO (spin up / spin down) in eV: -13.61 / -13.61
Spin multiplicity: 2
Total charge: +1